No. 1
The following is a DFT calculation (wB97M-V/def2-TZVPD) of a cluster of 3 separate species, C4H9N3O in total at a distorted geometry.

HOMO (alpha / beta) = -8.63 / -8.09 eV
Gap between HOMO and LUMO (alpha / beta) = 9.0 / 8.9 eV

Positions of all 17 atoms, in Å:
C: -1.149417 -1.420050 -0.490670
N: -0.411127 -0.177308 -0.366671
N: -2.404280 1.205130 0.164637
C: -0.036000 0.475188 0.591044
C: 1.869764 -1.008159 -0.145660
C: 2.637752 -0.477454 -1.062127
O: -2.054690 2.533684 0.075818
N: 0.253167 1.306846 1.441967
H: -1.477325 2.763460 0.827662
H: -2.400370 0.984434 1.171073
H: 1.187137 1.306676 1.831338
H: 2.033523 -1.845263 0.525755
H: -0.646872 -2.038801 -1.230999
H: -1.215479 -1.960317 0.455152
H: -2.147033 -1.165045 -0.845127
H: 2.307989 0.353012 -1.683815
H: 3.653261 -0.836033 -1.259377

Atomic forces in eV per Å
0.1 0.3 0.1
0.3 0.6 0.9
-1.0 1.1 0.1
-0.3 -0.9 -1.3
1.1 -0.6 0.0
0.0 0.1 -0.1
0.1 -0.6 0.1
0.0 0.3 0.3
-0.1 -0.1 0.0
0.2 0.0 0.0
0.0 -0.1 0.0
-0.1 0.1 0.0
0.0 0.0 0.0
0.0 0.0 0.0
0.0 -0.1 0.0
0.0 0.0 0.1
-0.2 0.0 0.1

Here are the Löwdin charges for atoms 1 to 5, given in e:
1 C -0.093
2 N 0.012
3 N 0.001
4 C -0.391
5 C -0.028

=====

No. 2
The following is a DFT calculation (wB97M-V/def2-TZVPD) of an isolated molecule of C4H9N3O at a distorted geometry.

HOMO = -7.04 eV
SMILES = CC(NC=O)=C(N)N
Gap between HOMO and LUMO = 7.8 eV

Positions of all 17 atoms, in Å:
C: -0.886175 0.709287 -1.526723
C: -0.190624 -0.201562 -0.545472
N: -0.898590 -1.367920 -0.242875
C: -1.481217 -0.772542 1.097864
O: -1.967130 0.276689 1.442662
C: 0.944352 0.171201 0.143331
N: 1.539167 1.407268 -0.037724
N: 1.704260 -0.760596 0.818608
H: -0.154410 1.208572 -2.167302
H: -1.544580 0.118151 -2.170998
H: -1.505690 1.455606 -1.011234
H: -0.504173 -2.295380 -0.293034
H: -1.728967 -1.699869 1.652856
H: 0.925744 2.155708 -0.317502
H: 2.231903 1.661497 0.654690
H: 2.267747 -0.409445 1.578102
H: 1.248384 -1.656664 0.924749

Atomic forces in eV per Å
0.3 0.1 0.2
2.6 1.8 -1.5
-2.0 3.3 3.6
-2.2 -4.4 -1.0
1.7 -0.7 -1.5
-1.5 -0.7 -2.1
0.4 0.1 0.1
0.2 0.0 0.3
-0.1 0.2 0.0
0.1 0.1 0.2
0.0 0.0 -0.2
0.1 -0.1 0.6
0.3 0.3 0.8
0.0 0.0 0.2
-0.2 0.1 -0.2
-0.2 -0.4 0.2
0.4 0.3 0.4

Here are the Löwdin charges for atoms 1 to 5, given in e:
1 C -0.061
2 C -0.404
3 N 0.059
4 C -0.250
5 O 0.065

=====

No. 3
The following is a DFT calculation (wB97M-V/def2-TZVPD) of an isolated molecule of C4H9N3O at a distorted geometry.

HOMO = -9.36 eV
SMILES = [H]/N=[N+](\[O-])N1CCCC1
Gap between HOMO and LUMO = 10.1 eV

Positions of all 17 atoms, in Å:
H: -1.468715 -2.369878 3.020172
N: -1.415081 -1.633686 2.310262
N: -0.388882 -1.691265 1.555756
O: 0.909627 -2.751734 1.648491
N: -0.204442 -0.893783 0.531256
C: -1.095534 0.199227 0.291537
C: -0.181754 1.244441 -0.345877
C: 0.855931 0.390192 -1.057598
C: 1.051790 -0.823596 -0.204024
H: -1.529404 0.474826 1.365324
H: -1.902113 -0.041414 -0.367018
H: 0.260693 1.822377 0.407492
H: -0.917671 2.012659 -0.877081
H: 0.457475 -0.009703 -2.084714
H: 1.841787 1.000447 -1.169223
H: 1.480275 -1.601211 -0.777082
H: 1.791714 -0.620925 0.549607

Atomic forces in eV per Å
1.0 0.0 -0.5
1.4 0.6 -2.0
2.7 -3.8 1.5
-4.2 3.2 0.0
-0.8 -1.7 0.2
-0.5 1.4 2.9
-2.9 0.8 -1.1
0.5 1.3 -2.9
0.8 1.6 1.6
0.7 -0.2 -2.4
-0.7 -0.5 -0.3
0.9 0.8 1.2
2.0 -1.7 0.3
0.8 1.2 1.6
-1.7 -1.3 -0.2
-0.6 -1.6 -0.3
0.6 0.1 0.4

Here are the Löwdin charges for atoms 1 to 5, given in e:
1 H 0.080
2 N 0.131
3 N -0.191
4 O -0.231
5 N -0.106

=====

No. 4
The following is a DFT calculation (wB97M-V/def2-TZVPD) of an isolated molecule of C4H9N3O at a distorted geometry.

HOMO = -8.12 eV
SMILES = C/N=C(/NN)[C@@H]1CO1
Gap between HOMO and LUMO = 9.1 eV

Positions of all 17 atoms, in Å:
C: -2.592481 -0.210055 -0.096888
N: -1.510440 0.769656 -0.002456
C: -0.300625 0.560811 -0.191517
N: 0.490886 1.654242 -0.034057
N: 1.910738 1.769180 0.037840
C: 0.348066 -0.836114 -0.321207
C: 1.270196 -1.540347 0.549093
O: 1.765658 -1.056094 -0.660413
H: -3.264824 -0.043917 -0.903482
H: -3.165893 -0.185890 0.875009
H: -2.197459 -1.236929 -0.259748
H: 0.041514 2.468270 0.450282
H: 2.507085 0.899527 0.068764
H: 2.231002 2.250828 -0.749624
H: -0.374618 -1.514425 -0.811593
H: 1.241812 -2.607863 0.569421
H: 1.599377 -1.140888 1.480580

Atomic forces in eV per Å
1.4 -0.9 1.7
-3.1 0.0 -0.4
2.3 -1.3 1.0
1.2 1.8 0.6
0.6 -1.5 1.3
-0.9 -0.1 -1.3
-0.1 -0.3 0.8
-0.9 0.8 -0.5
-0.5 0.7 -0.7
0.5 -0.1 -1.1
-0.5 0.3 0.3
0.5 -1.5 -0.8
-1.8 0.9 0.1
0.3 0.8 -1.5
0.8 0.4 -0.2
-0.4 -0.7 0.1
0.5 0.7 0.4

Here are the Löwdin charges for atoms 1 to 5, given in e:
1 C -0.123
2 N 0.010
3 C -0.364
4 N -0.036
5 N 0.015

=====

No. 5
The following is a DFT calculation (wB97M-V/def2-TZVPD) of a cluster of 2 separate species, C4H9N3O2 in total at a distorted geometry.

HOMO = -8.23 eV
SMILES = NCC(N)=O.C=CN=O
Gap between HOMO and LUMO = 6.7 eV

Positions of all 18 atoms, in Å:
N: 1.415585 -0.978045 1.222811
C: 0.878537 0.321586 1.253739
C: -0.818138 0.342039 1.062906
N: -1.289498 1.602805 1.395484
O: -1.381090 -0.682427 1.430265
H: 2.150500 -1.220649 0.574060
H: 0.833088 -1.652956 1.704426
H: 0.935742 0.765497 2.247238
H: 1.299988 0.983706 0.494493
H: -2.270326 1.614421 1.633680
H: -0.976716 2.370998 0.820366
C: 0.094987 -0.960621 -2.739331
C: -0.143095 -0.782350 -1.437088
N: -0.600976 0.427188 -0.909392
O: -0.361318 1.495240 -1.481806
H: 0.035003 -0.128644 -3.428195
H: 0.366662 -1.930206 -3.129310
H: -0.168935 -1.587583 -0.714344

Atomic forces in eV per Å
0.1 0.0 0.3
-1.8 0.4 -1.0
2.1 -0.4 3.0
-0.2 0.0 -0.4
-0.2 0.1 -0.8
-0.6 -0.2 0.3
0.5 -0.2 -0.5
0.0 0.2 0.0
0.3 0.0 0.3
0.0 0.1 -0.2
-0.1 0.0 0.0
0.1 0.3 0.4
0.2 -0.8 -0.9
-0.4 2.3 -1.3
-0.1 -2.0 0.7
-0.1 0.0 0.0
-0.1 -0.1 0.0
0.0 0.2 0.0

Here are the Löwdin charges for atoms 1 to 5, given in e:
1 N -0.008
2 C -0.199
3 C -0.606
4 N 0.122
5 O -0.006

=====

No. 6
The following is a DFT calculation (wB97M-V/def2-TZVPD) of a cluster of 2 separate species, C4H9N3O2 in total at a distorted geometry.

HOMO = -8.80 eV
SMILES = [H]/N=C\[C@@](N)(O)OC.C#N
Gap between HOMO and LUMO = 8.8 eV

Positions of all 18 atoms, in Å:
H: -2.193148 1.436247 0.563142
N: -2.391044 0.476896 0.866820
C: -1.364859 -0.253799 0.796002
C: -0.232071 -0.140269 -0.583142
N: -0.890807 -0.762861 -1.664177
O: -0.028560 1.174788 -0.812212
O: 0.856339 -0.893886 -0.189000
C: 2.122239 -0.553329 -0.758524
H: -1.446109 -1.291948 1.128761
H: -1.509679 -0.120110 -2.141566
H: -1.388078 -1.610543 -1.411532
H: 0.312540 1.606214 0.038157
H: 2.076290 -0.614358 -1.846475
H: 2.421008 0.445165 -0.437797
H: 2.827428 -1.276645 -0.359268
C: 0.115912 0.747222 2.188465
N: 0.631318 1.677389 1.711415
H: 0.081283 -0.046175 2.910931

Atomic forces in eV per Å
-0.1 -0.2 -0.6
0.3 0.4 1.3
0.1 -0.9 -3.5
-1.6 -0.1 2.9
-0.1 0.2 -0.7
0.6 0.8 0.1
0.5 -0.1 0.5
-0.4 0.0 0.0
0.1 -0.1 0.3
-0.1 0.0 0.1
0.2 0.2 0.0
-0.4 -0.6 -1.2
0.1 0.0 0.0
0.1 0.0 -0.1
0.0 -0.1 -0.1
2.3 1.6 0.4
-1.0 -1.1 0.7
-0.6 -0.1 -0.2

Here are the Löwdin charges for atoms 1 to 5, given in e:
1 H 0.059
2 N 0.087
3 C -0.234
4 C -0.672
5 N 0.143

=====

No. 7
The following is a DFT calculation (wB97M-V/def2-TZVPD) of a cluster of 2 separate species, C4H9N3O2 in total at a distorted geometry.

HOMO = -9.05 eV
Gap between HOMO and LUMO = 9.1 eV

Positions of all 18 atoms, in Å:
C: -0.465709 1.973716 -1.310114
C: 0.333377 0.194294 -0.154630
C: -0.289266 -0.238908 1.102371
C: -0.653624 -2.100155 2.572211
H: -0.519761 1.283832 -2.208633
H: -0.125075 3.041226 -1.902105
H: -1.453160 2.141709 -0.888667
H: 0.099425 0.645573 1.737566
H: -1.220017 0.134242 1.108364
H: 0.749063 -2.221032 0.927947
H: 0.204344 -3.272735 3.233289
H: 1.782455 -0.621696 -2.715702
H: 1.464448 0.972385 -2.437875
N: -0.196238 -1.689429 1.271909
N: 0.561071 -0.582708 -1.042505
N: 1.116246 -0.116072 -2.188045
O: 0.323097 1.652258 -0.136416
O: -1.710675 -1.196502 3.031036

Atomic forces in eV per Å
-0.2 3.5 -2.1
-2.3 3.9 4.0
3.4 1.0 -0.4
-3.5 4.8 0.6
0.2 0.3 1.7
-0.6 -2.7 2.2
-0.3 0.2 -0.5
0.4 -2.4 0.8
-4.0 0.3 -0.3
-3.1 2.1 1.0
-3.0 3.3 -1.8
0.1 -1.7 0.3
-1.5 -3.5 2.1
2.6 -2.3 3.4
3.1 -2.0 -3.8
1.1 4.5 -3.1
0.6 -2.5 -2.6
6.8 -6.8 -1.7

Here are the Löwdin charges for atoms 1 to 5, given in e:
1 C -0.132
2 C -0.408
3 C -0.178
4 C -0.141
5 H 0.078

=====

No. 8
The following is a DFT calculation (wB97M-V/def2-TZVPD) of an isolated molecule of C4H9N3O2 at a distorted geometry.

HOMO (alpha / beta) = -8.40 / -8.40 eV
Gap between HOMO and LUMO (alpha / beta) = 7.6 / 7.6 eV

Positions of all 18 atoms, in Å:
C: -0.296835 1.978102 0.361513
N: 1.612979 -0.329884 0.236589
C: -1.286056 -0.320836 0.152241
N: 2.842592 -0.265587 -0.181932
N: -2.455154 -0.367490 -0.662858
C: 0.957095 -1.480473 0.056043
C: -0.418752 -1.532039 0.167690
O: -0.338122 0.859787 -0.484530
O: -1.393465 -0.354398 1.429183
H: 3.202599 -0.899029 -0.893194
H: 3.320582 0.605025 -0.011110
H: -2.274975 -0.006568 -1.590930
H: -3.202817 0.149471 -0.211912
H: 1.506951 -2.377369 -0.234933
H: -0.923375 -2.487215 0.083902
H: -0.064415 2.860794 -0.240262
H: 0.463180 1.846887 1.140020
H: -1.252012 2.120822 0.884481

Atomic forces in eV per Å
-0.1 -0.3 0.1
-0.2 -1.3 -0.1
1.7 0.5 -2.2
0.1 -0.1 -0.1
-0.1 0.0 0.4
1.5 1.0 0.4
-1.2 1.0 -0.5
-1.7 -1.0 0.6
0.2 -0.3 0.7
0.0 0.1 0.3
-0.1 -0.1 -0.1
0.0 0.1 0.1
0.0 0.0 -0.1
-0.1 0.1 0.0
-0.1 0.1 0.4
0.0 0.0 0.1
0.1 0.1 0.0
0.0 0.1 -0.1

Here are the Löwdin charges for atoms 1 to 5, given in e:
1 C -0.166
2 N 0.019
3 C -0.725
4 N 0.075
5 N 0.132

=====

No. 9
The following is a DFT calculation (wB97M-V/def2-TZVPD) of a cluster of 2 separate species, C4H9N3O4 in total at a distorted geometry.

HOMO = -8.33 eV
Gap between HOMO and LUMO = 8.8 eV

Positions of all 20 atoms, in Å:
C: -1.615338 0.779503 0.981204
C: -1.982440 -0.289413 0.064816
C: -2.924520 -0.052298 -0.868238
C: 1.399269 0.083157 -1.202131
N: 1.854730 0.889826 0.964456
N: 1.352042 -0.117466 0.057565
N: 0.832755 -0.830031 -2.034988
O: -0.981176 0.465802 2.077645
O: -1.930476 1.925563 0.826243
O: 0.750409 -1.113845 0.619050
O: 1.301033 2.098497 0.595985
H: -1.551533 -1.290444 0.227650
H: 1.448887 0.621505 1.834018
H: -3.353017 -0.752844 -1.642711
H: -3.402905 0.985677 -0.804397
H: 2.173699 0.771493 -1.661281
H: 0.276649 -1.545566 -1.599763
H: 0.993447 -0.826580 -2.999735
H: -0.486672 -0.511691 2.277659
H: 0.281705 2.140142 0.611238

Atomic forces in eV per Å
-0.6 -0.6 -0.2
-1.1 -1.8 -1.5
-0.7 1.1 0.2
2.0 -0.2 -2.3
0.0 0.1 -1.4
-0.2 0.5 1.5
-0.3 0.3 1.6
2.9 -3.3 3.2
0.0 1.2 -0.4
-0.1 -0.7 0.1
-1.2 1.6 -0.3
-0.1 0.7 -0.2
-0.4 -0.5 0.8
0.8 0.6 1.2
0.8 -1.5 -0.5
-1.5 -0.4 1.0
0.0 -0.1 -0.1
0.2 0.1 -1.1
-2.2 3.6 -2.1
1.7 -0.6 0.4

Here are the Löwdin charges for atoms 1 to 5, given in e:
1 C -0.653
2 C -0.112
3 C 0.061
4 C -0.148
5 N 0.008

=====

No. 10
The following is a DFT calculation (wB97M-V/def2-TZVPD) of a cluster of 2 separate species, C4H9N3O5 in total at a distorted geometry.

HOMO = -10.26 eV
SMILES = CCC/C=N/[N+](=O)[O-].O=[N+]([O-])O
Gap between HOMO and LUMO = 9.1 eV

Positions of all 21 atoms, in Å:
C: 2.799799 0.536503 -1.343363
C: 2.430764 -0.283884 -0.043693
C: 0.929119 -0.501790 0.056343
C: 0.040825 0.574312 0.557444
N: -1.161938 0.625348 0.123165
N: -2.032491 1.598846 0.708175
O: -1.507778 2.594029 1.123324
O: -3.252750 1.373520 0.647771
H: 2.251513 0.076537 -2.190211
H: 2.354897 1.513958 -1.089819
H: 3.902052 0.476312 -1.576587
H: 2.922807 -1.278984 0.181913
H: 2.701592 0.230181 0.795907
H: 0.446827 -0.872889 -0.802814
H: 0.813735 -1.403427 0.764625
H: 0.361980 1.403811 1.276760
O: -2.304056 -2.669950 -0.466318
N: -2.541589 -1.725973 0.153748
O: -1.850206 -1.215989 1.049483
O: -3.653494 -1.035754 -0.166345
H: -3.651615 -0.014727 0.240489

Atomic forces in eV per Å
0.0 -1.7 1.0
-0.2 -1.6 -2.1
0.0 -1.5 2.0
-0.2 2.3 0.8
0.3 0.2 -1.2
1.0 0.1 -0.3
-1.1 0.4 0.3
1.3 0.6 0.3
0.3 0.4 0.3
0.8 0.0 -0.8
-1.2 0.7 0.4
-0.3 0.9 -1.2
0.9 1.9 2.2
-0.2 -0.5 -1.5
-0.2 1.4 -0.6
-0.2 -1.5 -0.6
0.5 -2.9 -1.8
0.1 4.2 3.0
-1.5 -2.4 0.2
-0.9 1.4 0.1
1.0 -2.5 -0.6

Here are the Löwdin charges for atoms 1 to 5, given in e:
1 C -0.078
2 C -0.250
3 C -0.194
4 C -0.086
5 N 0.106

=====

No. 11
The following is a DFT calculation (wB97M-V/def2-TZVPD) of an isolated molecule of C4H9N3S at a distorted geometry.

HOMO = -7.87 eV
SMILES = C/C=C/N(S)/C=N/N
Gap between HOMO and LUMO = 8.8 eV

Positions of all 17 atoms, in Å:
C: -3.042319 -0.422557 0.275012
C: -1.591798 -0.311648 0.010605
C: -0.961225 0.763310 -0.471841
N: 0.449663 0.972197 -0.358579
S: 0.992078 2.503074 0.082218
C: 1.332578 -0.113097 -0.373850
N: 2.464347 -0.093342 0.213294
N: 3.346044 -1.157519 0.144819
H: -3.348471 -1.495499 0.258383
H: -3.616471 0.080384 -0.533137
H: -3.316101 -0.004247 1.257327
H: -1.014483 -1.083625 0.560109
H: -1.458208 1.571863 -1.006089
H: 1.223562 2.210400 1.355976
H: 0.908072 -0.935206 -0.999571
H: 3.360802 -1.681971 -0.736435
H: 4.271928 -0.802525 0.321757

Atomic forces in eV per Å
-1.3 -0.6 -1.2
1.2 0.1 1.3
0.4 -0.4 0.2
-0.1 -0.4 -0.6
0.0 0.1 -0.3
0.2 -0.8 -0.4
-0.9 0.5 -0.3
-0.2 -0.4 -0.4
0.1 0.8 0.1
0.1 -0.1 0.7
0.1 -0.1 -0.4
0.0 0.7 -0.5
-0.1 -0.1 0.4
0.1 0.1 0.6
0.6 0.3 0.5
-0.3 0.3 0.3
0.0 0.0 0.1

Here are the Löwdin charges for atoms 1 to 5, given in e:
1 C -0.126
2 C -0.180
3 C -0.189
4 N -0.540
5 S 0.801

=====

No. 12
The following is a DFT calculation (wB97M-V/def2-TZVPD) of an isolated molecule of C4H9N3S at a distorted geometry.

HOMO = -9.00 eV
SMILES = C=N/N=C(/CN)CS
Gap between HOMO and LUMO = 9.6 eV

Positions of all 17 atoms, in Å:
C: -1.840407 2.241721 -0.511414
N: -1.128409 1.776196 0.476406
N: 0.001026 1.220464 -0.060943
C: 0.240225 0.039364 0.238135
C: 1.477232 -0.727971 -0.220286
N: 2.769814 0.064643 -0.327745
C: -0.711484 -0.980371 0.803261
S: -1.706611 -1.651648 -0.466330
H: -1.334175 2.011385 -1.481098
H: -2.869984 2.671906 -0.229612
H: 1.083185 -1.305373 -1.321911
H: 1.718778 -1.798850 0.491332
H: 3.177910 0.669872 0.585833
H: 2.663944 0.624396 -1.171948
H: -1.160643 -0.383504 1.610746
H: -0.163779 -1.778958 1.350440
H: -2.216619 -2.693265 0.235129

Atomic forces in eV per Å
0.0 -0.7 2.0
-1.9 1.0 -2.0
1.4 1.1 0.8
1.2 -4.1 -0.6
1.6 -2.4 -0.5
-0.2 0.2 1.5
0.8 1.1 3.0
-1.2 -0.6 -0.7
-1.4 0.9 0.1
1.9 -0.6 -1.0
1.7 1.9 3.0
-0.9 3.5 -1.9
-2.3 -2.2 -3.4
0.4 0.4 0.7
-1.1 -0.4 -0.3
-0.2 0.5 -0.7
0.1 0.3 -0.2

Here are the Löwdin charges for atoms 1 to 5, given in e:
1 C -0.032
2 N -0.053
3 N 0.009
4 C -0.461
5 C -0.257